1.
# C28H35Cl2N4O8PSTi

C28H35Cl2N4O8PSTi as an isolated structure (the ωB97M-V functional and the def2-TZVPD basis, the Open Molecules 2025 dataset).

## Properties
**E**: -120230.3701 eV
**Frontier orbital gap**: 6.61 eV
**E_HOMO**: -0.2602 Eh

XYZ file:
```
80
C28H35Cl2N4O8PSTi the ωB97M-V functional and the def2-TZVPD basis
Ti -1.449 2.016 -0.369
O -4.462 -1.736 -4.253
C -3.851 -0.854 -3.399
C -3.857 0.567 -3.641
C -2.987 1.334 -2.770
N -2.127 0.690 -1.923
C -2.314 -0.605 -1.625
C -3.089 -1.447 -2.408
C -1.667 -0.896 -0.318
O -1.493 -2.029 0.112
O -1.430 0.219 0.405
C -2.702 2.826 -2.767
O -3.318 3.601 -3.480
O -1.778 3.158 -1.864
H -5.081 -1.289 -4.893
H -4.565 1.056 -4.349
H -2.954 -2.493 -2.183
C -6.010 2.062 -1.431
O -5.765 1.468 -0.069
C -4.581 1.502 0.529
O -3.612 2.141 0.010
N -4.544 0.790 1.691
N -3.442 0.765 2.599
H -6.147 1.219 -2.136
H -5.266 2.810 -1.675
H -6.962 2.536 -1.270
H -5.468 0.582 2.062
H -2.958 1.665 2.447
H -2.860 0.024 2.154
Cl -2.660 5.409 1.685
C -1.238 4.863 2.482
C -0.641 5.646 3.461
C 0.479 5.218 4.152
C 0.967 3.900 3.959
C 0.361 3.039 3.069
Cl 0.882 1.363 2.878
C -0.682 3.536 2.179
N -1.081 2.875 1.095
H -1.126 6.615 3.663
H 0.991 5.947 4.832
H 1.876 3.581 4.461
C 1.950 3.298 -2.672
S 1.449 2.845 -1.022
O 0.448 1.688 -1.126
C 2.875 1.998 -0.433
C 3.780 2.623 0.362
C 4.760 1.873 0.971
C 4.793 0.458 0.833
C 3.937 -0.127 -0.105
C 2.975 0.636 -0.707
H 2.702 2.537 -2.950
H 2.396 4.290 -2.671
H 1.071 3.303 -3.287
H 3.670 3.711 0.534
H 5.397 2.424 1.612
H 5.531 -0.095 1.387
H 3.883 -1.212 -0.235
H 2.278 0.230 -1.445
C 5.032 -5.599 -0.092
C 3.890 -5.212 0.862
P 3.049 -3.635 0.244
C 1.590 -3.519 1.346
C 1.228 -4.519 2.453
C 2.247 -4.162 -1.344
C 1.148 -5.232 -1.182
H 5.991 -5.679 0.444
H 5.203 -4.748 -0.812
H 4.788 -6.530 -0.636
H 4.260 -4.795 1.827
H 3.145 -5.969 1.083
H 0.655 -3.179 0.850
H 1.862 -2.563 1.869
H 1.877 -4.555 3.351
H 1.172 -5.580 2.162
H 0.233 -4.309 2.814
H 3.078 -4.442 -1.990
H 1.761 -3.311 -1.793
H 1.341 -6.036 -0.505
H 0.993 -5.760 -2.142
H 0.171 -4.817 -0.956
```

2.
# C4H11N3O2

A 2-piece molecular cluster, C4H11N3O2 overall (the ωB97M-V functional and the def2-TZVPD basis, the Open Molecules 2025 dataset).

## Properties
**Total charge**: -1
**E**: -12890.0606 eV
**Frontier orbital gap (alpha / beta)**: 2.25 / 8.00 eV
**E_HOMO (alpha / beta)**: 0.0404 / -0.1750 Eh
**2S+1**: 2

XYZ file:
```
20
C4H11N3O2 the ωB97M-V functional and the def2-TZVPD basis
C -3.405 1.429 -0.749
C -2.112 1.027 -0.242
O -1.198 0.516 -1.076
O -1.766 1.022 0.961
H -3.739 0.809 -1.598
H -3.259 2.405 -1.164
H -4.116 1.362 0.150
C 1.291 -1.821 -1.129
C 1.696 -0.290 0.810
N 1.022 -0.665 -0.249
N 2.880 -0.770 1.163
N 0.934 0.498 1.696
H -0.337 0.269 -0.845
H 0.686 -2.793 -0.765
H 2.244 -2.175 -1.041
H 3.573 -0.808 0.475
H 3.284 -0.502 2.118
H 0.033 0.688 1.486
H 1.393 1.356 2.116
H 0.896 -1.554 -2.115
```

3.
# C10H11NO

A single C10H11NO molecule (the ωB97M-V functional and the def2-TZVPD basis, the Open Molecules 2025 dataset).

## Properties
**SMILES string**: O=C1CCCN1c1ccccc1
**E**: -14082.9363 eV
**Frontier orbital gap**: 8.76 eV
**E_HOMO**: -0.2963 Eh

XYZ file:
```
23
C10H11NO the ωB97M-V functional and the def2-TZVPD basis
C -0.236 -1.586 -0.761
C 0.494 -2.817 -0.352
C 1.037 -2.451 0.951
C 1.394 -0.916 1.006
C -0.187 0.636 -0.158
C -1.458 0.814 -0.609
C -2.018 2.010 -0.918
C -1.392 3.183 -0.345
C -0.068 3.048 0.200
C 0.411 1.783 0.352
H -0.161 -3.554 -0.403
H 1.221 -3.178 -1.088
H 1.896 -3.193 0.877
H 0.496 -2.750 1.862
H 1.062 -0.382 1.987
H 2.539 -0.652 0.887
H -1.931 -0.018 -0.978
H -2.788 2.323 -1.607
H -1.684 4.165 -0.698
H 0.573 3.855 0.696
H 1.542 1.827 0.846
N 0.316 -0.509 -0.042
O -1.058 -1.639 -1.706
```

4.
# C8H32N8O8

A 8-piece molecular cluster, C8H32N8O8 overall (the ωB97M-V functional and the def2-TZVPD basis, the Open Molecules 2025 dataset).

## Properties
**SMILES string**: NC(N)=O.NC(N)=O.NC(N)=O.NC(N)=O.CO.CO.CO.CO
**E**: -37114.7519 eV
**Frontier orbital gap**: 9.23 eV
**E_HOMO**: -0.3315 Eh

XYZ file:
```
56
C8H32N8O8 the ωB97M-V functional and the def2-TZVPD basis
C -2.615 6.068 0.623
O -2.300 5.503 1.883
H -3.390 6.829 0.532
H -1.750 6.502 0.123
H -3.100 5.277 0.051
H -2.189 6.253 2.472
C -6.194 6.257 -5.317
O -5.738 6.077 -3.961
H -7.114 6.829 -5.195
H -5.339 6.708 -5.821
H -6.541 5.340 -5.794
H -4.952 5.541 -4.095
C 3.643 -0.890 -5.753
O 2.905 -0.939 -6.920
H 4.699 -0.830 -6.014
H 3.243 -0.239 -4.975
H 3.740 -1.891 -5.335
H 3.270 -0.225 -7.448
C -4.047 0.410 -5.868
O -4.360 1.311 -4.845
H -4.046 -0.618 -5.504
H -4.671 0.602 -6.741
H -3.005 0.526 -6.165
H -5.094 0.849 -4.433
C 4.144 -6.798 -1.162
O 3.569 -6.955 -0.044
N 4.533 -7.846 -1.848
N 4.340 -5.672 -1.776
H 4.980 -7.703 -2.742
H 4.217 -8.760 -1.556
H 4.969 -5.640 -2.566
H 4.070 -4.790 -1.366
C 5.182 -4.412 5.542
O 5.728 -5.179 6.332
N 3.901 -4.416 5.342
N 5.812 -3.433 4.968
H 3.365 -5.019 5.949
H 3.493 -3.948 4.545
H 6.764 -3.162 5.170
H 5.088 -2.749 4.799
C 0.357 0.548 0.325
O 1.166 -0.347 0.350
N -0.217 0.860 1.406
N 0.021 1.234 -0.786
H -0.020 0.202 2.148
H -0.776 1.687 1.558
H -0.667 1.973 -0.787
H 0.442 0.852 -1.621
C -2.069 0.669 7.629
O -1.238 -0.150 7.270
N -2.476 1.618 6.841
N -2.674 0.653 8.789
H -1.892 2.089 6.166
H -3.357 2.050 7.083
H -3.383 1.324 9.051
H -2.427 -0.032 9.489
```

5.
# C6H10O

A single C6H10O molecule (the ωB97M-V functional and the def2-TZVPD basis, the Open Molecules 2025 dataset).

## Properties
**SMILES string**: CC1=CCC[C@H]1O
**E**: -8431.0266 eV
**Frontier orbital gap**: 10.16 eV
**E_HOMO**: -0.3383 Eh

XYZ file:
```
17
C6H10O the ωB97M-V functional and the def2-TZVPD basis
C -1.278 -1.734 -0.508
C -0.578 -0.482 -0.096
C -0.979 0.789 -0.197
C 0.184 1.746 -0.031
C 1.375 0.795 -0.236
C 0.867 -0.505 0.378
O 0.958 -0.497 1.804
H -2.338 -1.568 -0.735
H -1.173 -2.537 0.232
H -0.800 -2.095 -1.433
H -1.987 1.106 -0.455
H 0.219 2.217 0.958
H 0.153 2.559 -0.760
H 1.500 0.629 -1.312
H 2.330 1.124 0.175
H 1.421 -1.391 0.053
H 0.127 -0.156 2.162
```

6.
# C35H90N7O7

A 7-piece molecular cluster, C35H90N7O7 overall (the ωB97M-V functional and the def2-TZVPD basis, the Open Molecules 2025 dataset).

## Properties
**Total charge**: +5
**E**: -62462.4451 eV
**Frontier orbital gap**: 8.09 eV
**E_HOMO**: -0.6698 Eh

XYZ file:
```
139
C35H90N7O7 the ωB97M-V functional and the def2-TZVPD basis
C -12.490 -1.433 -11.838
N -12.985 -2.614 -12.705
C -12.238 -3.845 -12.256
C -14.477 -2.905 -12.287
C -12.896 -2.424 -14.263
C -12.608 -3.678 -15.133
O -13.799 -4.430 -15.317
H -11.407 -1.429 -11.961
H -12.769 -1.402 -10.785
H -13.010 -0.563 -12.239
H -11.152 -3.746 -12.256
H -12.561 -4.599 -12.975
H -12.571 -4.156 -11.266
H -14.988 -2.012 -12.647
H -14.437 -2.845 -11.199
H -14.977 -3.824 -12.591
H -12.159 -1.628 -14.368
H -13.788 -1.919 -14.634
H -11.760 -4.291 -14.829
H -12.373 -3.215 -16.091
H -13.571 -5.103 -15.963
C -9.206 -8.962 -4.174
N -9.690 -7.570 -4.735
C -8.518 -6.808 -5.529
C -10.895 -7.859 -5.616
C -10.013 -6.721 -3.421
C -10.245 -5.189 -3.508
O -11.334 -4.741 -4.254
H -8.410 -8.807 -3.445
H -8.872 -9.561 -5.021
H -10.004 -9.500 -3.661
H -9.031 -6.159 -6.239
H -8.033 -7.509 -6.208
H -7.846 -6.438 -4.755
H -10.591 -8.302 -6.564
H -11.304 -6.855 -5.724
H -11.571 -8.474 -5.022
H -9.092 -6.824 -2.848
H -10.894 -7.201 -2.995
H -9.338 -4.701 -3.864
H -10.331 -4.969 -2.444
H -12.089 -5.298 -4.047
C -11.115 -1.996 -8.868
N -10.854 -2.489 -7.394
C -10.070 -3.789 -7.464
C -10.028 -1.413 -6.641
C -12.173 -2.665 -6.631
C -12.946 -3.962 -6.944
O -13.215 -4.068 -8.326
H -10.102 -1.871 -9.253
H -11.652 -1.048 -8.824
H -11.522 -2.805 -9.475
H -10.581 -4.583 -8.010
H -9.905 -4.057 -6.421
H -9.140 -3.626 -8.010
H -9.051 -1.179 -7.064
H -9.768 -1.653 -5.610
H -10.507 -0.434 -6.596
H -12.572 -1.676 -6.856
H -11.829 -2.622 -5.597
H -13.840 -3.909 -6.322
H -12.553 -4.908 -6.571
H -13.805 -4.780 -8.585
C -5.755 -0.507 -10.688
C -5.833 -1.796 -11.560
C -6.998 -2.729 -11.251
O -6.780 -3.899 -12.004
C -7.879 -4.805 -11.917
N -5.716 -1.519 -13.044
H -5.054 -0.819 -13.347
H -5.407 -2.420 -13.379
H -6.584 -1.330 -13.525
H -5.120 0.278 -11.099
H -5.437 -0.660 -9.657
H -6.727 -0.034 -10.545
H -4.863 -2.209 -11.284
H -7.895 -2.163 -11.502
H -7.124 -2.932 -10.187
H -7.890 -5.197 -10.900
H -7.673 -5.605 -12.628
H -8.856 -4.411 -12.195
C -7.235 -11.810 -14.205
C -7.631 -10.864 -15.263
C -8.719 -9.901 -14.766
N -8.778 -8.523 -15.510
C -9.166 -8.798 -16.982
C -9.711 -7.513 -14.793
C -9.223 -6.099 -15.180
C -7.760 -6.325 -15.658
C -7.430 -7.785 -15.376
H -8.146 -12.348 -13.940
H -6.873 -11.234 -13.353
H -6.511 -12.532 -14.582
H -8.053 -11.465 -16.068
H -6.736 -10.339 -15.598
H -8.642 -9.670 -13.704
H -9.654 -10.422 -14.973
H -9.235 -7.846 -17.508
H -10.127 -9.311 -17.005
H -8.369 -9.391 -17.432
H -10.723 -7.847 -15.019
H -9.510 -7.683 -13.735
H -9.799 -5.801 -16.056
H -9.235 -5.405 -14.340
H -7.602 -6.212 -16.731
H -7.047 -5.731 -15.087
H -6.687 -8.256 -16.019
H -7.178 -7.949 -14.329
C -13.284 -7.439 -11.960
C -14.472 -7.842 -12.765
C -14.122 -8.577 -14.093
N -15.380 -8.947 -14.946
C -16.267 -10.141 -14.472
C -14.941 -9.145 -16.365
C -15.978 -8.563 -17.237
C -17.098 -7.885 -16.378
C -16.350 -7.686 -15.080
H -13.605 -6.607 -11.334
H -12.494 -6.978 -12.553
H -12.791 -8.188 -11.341
H -15.034 -6.926 -12.949
H -15.125 -8.423 -12.113
H -13.654 -9.542 -13.898
H -13.420 -7.906 -14.587
H -15.582 -10.988 -14.487
H -17.091 -10.301 -15.168
H -16.630 -9.939 -13.464
H -14.898 -10.226 -16.502
H -13.958 -8.694 -16.499
H -16.395 -9.451 -17.713
H -15.566 -8.027 -18.092
H -17.994 -8.481 -16.206
H -17.453 -6.953 -16.819
H -16.939 -7.604 -14.166
H -15.806 -6.748 -15.188
N -10.401 -6.850 -10.015
O -11.078 -5.831 -10.130
O -9.896 -7.398 -10.986
O -10.328 -7.384 -8.861
```

7.
# C3H12O3

A 3-piece molecular cluster, C3H12O3 overall (the ωB97M-V functional and the def2-TZVPD basis, the Open Molecules 2025 dataset).

## Properties
**SMILES string**: CO.CO.CO
**E**: -9445.9066 eV
**Frontier orbital gap**: 11.09 eV
**E_HOMO**: -0.3805 Eh

XYZ file:
```
18
C3H12O3 the ωB97M-V functional and the def2-TZVPD basis
C -18.083 -21.605 18.134
O -17.251 -21.370 19.186
H -18.784 -20.789 17.959
H -17.459 -21.806 17.262
H -18.780 -22.437 18.237
H -16.917 -22.167 19.605
C -14.930 -24.885 11.041
O -15.879 -25.008 9.990
H -15.415 -24.239 11.772
H -14.835 -25.874 11.489
H -13.895 -24.582 10.881
H -15.767 -24.215 9.461
C -15.410 -22.817 4.118
O -16.112 -21.718 4.668
H -14.864 -23.485 4.784
H -16.192 -23.354 3.581
H -14.637 -22.413 3.464
H -17.012 -21.730 4.334
```

8.
# H31O15

A 15-piece molecular cluster, H31O15 overall (the ωB97M-V functional and the def2-TZVPD basis, the Open Molecules 2025 dataset).

## Properties
**Total charge**: +1
**E**: -31210.5142 eV
**Frontier orbital gap**: 10.42 eV
**E_HOMO**: -0.4870 Eh

XYZ file:
```
46
H31O15 the ωB97M-V functional and the def2-TZVPD basis
O -0.579 2.859 1.934
H -0.646 5.109 -0.354
H -1.074 3.453 1.307
O 2.017 -3.391 -1.765
H -1.617 2.400 -2.253
H 1.393 -4.088 -2.028
O -1.359 4.668 0.112
H 0.851 -2.008 0.174
H 1.940 2.202 -0.555
O 2.252 -0.013 -1.447
H 0.312 -3.147 2.846
H 1.806 -0.639 -2.023
O -0.893 -0.792 3.391
H -0.843 -1.029 4.324
H -1.140 -1.626 2.965
O 1.715 -2.105 0.594
H -2.746 0.711 2.023
H -1.693 3.922 -0.406
O -2.279 1.336 2.646
H 1.097 -2.626 -3.350
H -0.924 -3.856 2.374
O -0.786 -0.798 -1.461
H 2.813 -3.945 -1.741
H 0.016 -0.993 -1.962
O -0.487 -3.579 3.191
H 1.943 -2.987 0.259
H 1.527 1.201 -3.548
O 2.066 -0.756 3.411
H 0.638 1.517 -0.232
O -1.975 2.194 -1.391
H -2.866 1.859 -1.301
H -1.541 1.965 2.034
O 0.894 -1.734 -3.676
H -1.358 -0.298 -2.052
H 0.777 -1.890 -4.619
O 0.591 1.382 -3.651
H -1.628 0.627 2.945
H 0.405 2.246 -4.006
O 1.247 2.178 0.113
H 0.300 2.747 1.503
H -1.849 -0.525 -0.034
O -2.590 -0.138 0.469
H -3.386 -0.610 0.201
H 3.106 -0.298 -1.122
H 1.787 -0.564 2.511
H 2.765 -0.142 3.650
```

Table of ΔE to the lowest compared entry with this formula, charge and spin (kcal/mol), in record order: 25.46, 49.74, 84.22, 88.79, 4.93, 88.17, 48.89, 23.65